Molecular formula: C3H4LiO3Tl
Method: DFT, ωB97M-V/def2-TZVPD

```
! wB97M-V def2-TZVPD RIJCOSX def2/J DEFGRID3
* xyz 1 2
O -3.130 0.240 -0.497
C -2.713 -0.878 -0.042
C -1.244 -1.103 0.134
Li -2.054 1.750 -0.538
H -1.913 -0.903 1.276
H -0.787 -1.120 -0.867
H -0.961 -2.099 0.502
O -0.418 0.955 0.206
C 0.786 1.068 -0.124
Tl 3.319 2.809 -0.212
O 1.722 1.570 0.473
H -3.239 -1.800 -0.363
*
```

Computed properties:
**LUMO (spin up / spin down)**: -3.764 / -4.085 eV
**ΔE to the lowest compared entry with this formula, charge and spin**: 4.181 eV
**Gap between HOMO and LUMO (spin up / spin down)**: 0.29758 / 0.30826 Eh
**Strongest force on any atom**: 5.65 eV Å⁻¹